Record 1
Density functional theory data (ωB97M-V with the def2-TZVPD basis set) for C33H55BrCl2IN3O4SSbSi3Ti as an isolated structure.

```
! wB97M-V def2-TZVPD RIJCOSX def2/J DEFGRID3
* xyz 3 1
I 2.54 -0.29 -1.63
Sb -1.57 -1.38 2.05
Br 0.18 2.58 -2.03
Ti 0.04 -0.24 -0.02
Cl -1.24 4.73 1.65
Cl -2.34 2.09 1.03
S -2.92 -0.57 -1.48
Si -6.64 -0.79 2.70
Si -2.34 -3.75 2.84
Si -1.25 -0.21 4.36
O 3.18 5.18 1.21
O 1.97 -3.90 3.68
O -1.57 0.13 -1.26
O -0.16 -1.90 -0.71
N 1.24 -0.90 1.26
N 0.91 1.80 0.51
N 1.34 -5.16 -0.96
C 0.57 -2.06 1.88
C -1.31 1.65 4.26
C 2.45 4.08 1.04
C -4.14 -3.62 3.29
C 0.79 -4.01 -1.33
C 0.46 -3.06 -0.36
C -1.31 -4.15 4.32
C -3.88 -2.69 -2.91
C -5.82 0.82 2.49
C 5.46 -0.77 1.50
C 1.58 -5.38 0.32
C 4.83 -0.53 0.29
C 0.76 -3.25 0.99
C -2.64 -1.82 -2.73
C 1.08 2.79 -0.39
C -3.86 0.66 -2.40
C 1.83 3.92 -0.20
C 1.33 -4.47 1.35
C 0.37 -0.76 5.08
C 1.68 -4.94 2.75
C 0.57 -3.78 -2.79
C 1.51 2.01 1.71
C -2.47 3.86 0.76
C 4.70 -1.06 2.63
C 3.45 -0.59 0.22
C -2.16 -4.90 1.38
C 3.32 -1.11 2.55
C 2.26 3.11 2.02
C -6.94 -1.79 1.22
C -2.69 -0.75 5.44
C -3.21 1.14 -3.69
C 2.66 -0.87 1.34
C -7.04 -1.36 4.37
H -1.44 -5.69 1.59
H 2.74 -1.33 3.43
H 1.94 4.67 -0.97
H 0.46 -0.31 6.08
H -2.36 -0.82 6.48
H 0.92 -2.25 2.89
H -1.80 -2.40 -2.34
H -7.53 -2.33 4.39
H -3.12 -5.37 1.16
H -4.17 -3.18 -1.98
H -2.33 -1.33 -3.65
H -2.32 2.01 4.04
H -4.73 -3.20 2.47
H 0.46 -2.73 -3.03
H 2.70 3.20 3.00
H -3.49 -0.01 5.41
H -3.67 2.09 -3.98
H 1.36 1.22 2.44
H -6.00 -2.27 0.93
H -7.25 -1.15 0.39
H 0.45 -1.84 5.19
H -6.11 -1.41 4.96
H 2.92 -3.90 3.86
H -6.57 1.62 2.51
H 1.41 -4.19 -3.34
H -5.29 0.87 1.54
H 1.22 -0.40 4.50
H 0.84 -5.51 3.16
H -7.68 -0.63 4.88
H 6.54 -0.74 1.56
H 5.42 -0.32 -0.59
H -4.32 -3.05 4.20
H -3.45 4.18 1.11
H -0.64 2.10 3.52
H 5.19 -1.25 3.57
H -4.74 -2.12 -3.28
H -1.36 -5.23 4.49
H 2.51 -5.64 2.69
H 2.03 -6.34 0.56
H -4.84 0.21 -2.57
H 3.59 5.22 2.08
H -2.34 4.04 -0.30
H -0.25 -3.88 4.22
H -3.34 0.44 -4.51
H -2.14 1.32 -3.54
H -5.12 1.01 3.31
H -7.69 -2.57 1.37
H -3.10 -1.72 5.17
H -3.97 1.47 -1.68
H -0.32 -4.31 -3.14
H -1.82 -4.39 0.47
H -1.70 -3.66 5.21
H -1.03 2.03 5.25
H -3.68 -3.46 -3.65
H -4.53 -4.63 3.47
*
```

The relative energy (zero: lowest compared OMol25 entry of this formula, charge and spin) is 220.53 kJ/mol. As for the gap between HOMO and LUMO: 6.526 eV.

These are the Löwdin partial charges, in e, on atoms 1 to 6: 1.28, 1.16, 0.86, 0.70, 0.61, 0.53

***

Record 2
Density functional theory data (ωB97M-V with the def2-TZVPD basis set) for C33H56CaN5O4PS2 as an isolated structure.

```
! wB97M-V def2-TZVPD RIJCOSX def2/J DEFGRID3
* xyz 0 1
Ca -1.39 0.75 -0.10
S 1.41 1.72 0.53
S -3.77 0.39 -1.10
P 0.48 -1.63 -0.62
O -2.63 0.44 -2.09
O -3.29 -0.61 -0.08
O -3.66 1.72 -0.39
O -5.05 0.10 -1.68
N -2.03 2.60 4.18
N 3.55 2.15 -1.11
N 1.83 3.34 -1.63
N -1.25 1.41 2.32
N -0.47 2.98 -1.84
C -2.02 4.80 -2.00
C -1.23 -2.74 -2.48
C -2.26 -5.00 -2.08
C 1.75 -1.20 -1.90
C 1.95 -1.76 3.26
C 2.47 -2.35 -2.64
C 1.55 -2.10 0.82
C -3.97 3.94 4.98
C -3.04 0.41 4.82
C 3.91 2.95 -2.18
C -1.94 1.43 5.05
C -0.99 5.71 -1.82
C 2.82 -3.85 2.15
C -2.11 3.58 1.90
C -1.77 2.46 2.85
C 0.87 -1.94 2.18
C -1.40 -3.60 -0.14
C -2.48 -3.62 -2.66
C 0.50 3.87 -1.69
C 2.25 0.19 -3.92
C 4.43 1.19 -0.46
C 2.26 -3.46 0.77
C 2.26 2.39 -0.76
C 1.19 -0.15 -2.88
C 3.19 -2.61 2.96
C 0.31 5.24 -1.67
C 2.84 3.69 -2.51
C -1.71 3.44 -2.00
C -2.46 3.85 4.80
C 2.59 -1.03 -4.80
C -0.43 -3.12 -1.22
C 2.17 -2.35 -4.14
C -2.06 -4.92 -0.55
H 0.28 -0.52 -3.37
H 1.14 5.91 -1.53
H 4.89 2.90 -2.62
H 0.18 -1.09 2.18
H 3.69 -2.89 3.89
H 1.56 -4.23 0.43
H -1.18 6.77 -1.80
H 1.10 -2.51 -4.29
H 2.68 4.41 -3.29
H -3.09 -5.66 -2.31
H 5.35 1.69 -0.15
H -1.04 0.68 3.00
H 2.48 -0.66 -1.29
H -4.33 3.19 5.69
H 0.89 0.74 -2.33
H -1.19 4.04 1.54
H -1.37 -5.45 -2.54
H -3.05 0.03 3.79
H 3.55 -2.25 -2.50
H -3.04 5.11 -2.12
H 0.26 -2.82 2.40
H -2.10 4.68 4.21
H 1.93 1.03 -4.54
H 3.92 -2.02 2.39
H -4.49 3.79 4.04
H -4.02 0.85 5.01
H -2.73 -3.68 -3.72
H -2.76 4.34 2.31
H -2.48 2.69 -2.14
H -3.03 -5.00 -0.05
H -1.99 1.80 6.08
H 2.67 -3.19 -4.62
H 2.23 -0.70 3.32
H -0.91 -3.73 0.83
H -2.91 -0.44 5.49
H 2.20 -3.32 -2.22
H -2.16 -2.82 0.00
H 3.69 -4.51 2.03
H -1.96 3.92 5.76
H 3.91 0.81 0.42
H -4.25 4.92 5.37
H -2.63 3.13 1.04
H 3.07 -3.43 0.04
H -1.55 -1.69 -2.43
H 2.30 -1.30 0.77
H -1.46 -5.76 -0.21
H -0.58 -2.83 -3.36
H 2.08 -4.43 2.71
H 2.09 -0.94 -5.77
H -0.95 0.98 4.94
H 0.27 -3.93 -1.45
H -3.33 -3.14 -2.17
H 1.53 -2.03 4.24
H 4.65 0.37 -1.14
H 3.15 0.53 -3.39
H 3.66 -1.05 -5.01
*
```

The relative energy (zero: lowest compared OMol25 entry of this formula, charge and spin) is 44.65 kJ/mol. As for the gap between HOMO and LUMO: 8.234 eV.

These are the Löwdin partial charges, in e, on atoms 1 to 6: 1.12, 0.65, 0.23, 1.07, -0.51, -0.50

***

Record 3
Density functional theory data (ωB97M-V with the def2-TZVPD basis set) for C33H56O31Rb2 as an isolated structure.

```
! wB97M-V def2-TZVPD RIJCOSX def2/J DEFGRID3
* xyz -1 2
Rb 0.46 1.12 5.32
Rb -0.79 4.13 2.14
O 5.53 3.75 -1.75
O -0.04 -5.19 2.82
O -1.22 -1.77 -5.44
O -3.03 -1.88 -3.97
O 1.56 -1.40 -1.63
O -3.12 1.10 -0.70
O -2.94 -3.26 -5.69
O -6.79 3.14 3.89
O 2.73 4.56 1.54
O 0.05 -4.76 -1.38
O 3.27 2.67 2.61
O 2.94 -1.72 1.10
O 7.19 -5.72 3.03
O -2.01 2.84 -4.10
O -4.61 2.75 -0.05
O -3.75 4.00 -4.79
O -4.59 1.78 -2.13
O 0.26 2.70 -0.11
O -2.19 -4.96 3.69
O 6.20 -3.68 2.91
O 4.03 3.48 -3.42
O 7.72 -3.99 4.56
O -4.68 3.91 3.70
O 5.36 5.22 -3.47
O -2.71 4.71 -2.84
O -1.00 -6.99 3.84
O -0.24 1.37 2.59
O -2.24 -4.09 -0.73
O -1.47 -6.16 -0.44
O 4.71 3.44 0.98
O -4.90 1.92 4.32
C 7.06 -4.46 3.62
C 8.09 -6.69 3.67
C -2.06 -2.67 -0.94
C 1.96 -0.89 0.78
C -5.54 3.01 3.97
C 5.04 4.08 -2.82
C -4.78 4.96 -4.76
C -0.49 -7.11 -0.24
C -2.66 -3.66 -6.99
C -1.16 -5.66 3.42
C -2.82 0.74 0.64
C -2.89 -0.59 -3.46
C 3.54 2.24 -2.83
C -5.77 2.22 -2.60
C -5.02 5.30 3.85
C 1.48 -0.18 1.81
C -2.24 -7.63 4.14
C -0.93 2.43 -3.42
C 3.64 3.54 1.64
C 0.68 0.50 -0.86
C -2.32 -2.26 -5.08
C 2.86 5.64 0.62
C -2.78 3.93 -3.81
C 0.17 -3.99 2.17
C 4.07 1.49 2.93
C -1.09 -4.98 -0.86
C -3.46 1.60 4.24
C -4.13 2.00 -0.90
C 6.09 -2.30 3.24
C 6.18 6.24 -2.75
C 0.41 1.51 0.16
C 1.41 -0.62 -0.59
C 0.48 0.91 1.63
H 7.00 -1.77 2.94
H 7.18 5.85 -2.56
H -0.60 -3.92 1.41
H 4.76 1.80 3.72
H -0.28 3.29 -3.22
H -5.72 4.43 -4.90
H 7.65 -7.06 4.59
H -3.64 0.28 1.19
H 6.27 7.02 -3.50
H -2.11 -8.68 4.37
H 1.86 -0.54 2.75
H 0.04 -3.18 2.88
H 0.17 -6.96 0.61
H 9.11 -6.30 3.74
H -1.62 -3.96 -7.12
H 1.99 6.29 0.53
H 2.51 2.15 -3.17
H 5.80 6.64 -1.80
H -2.07 -0.04 0.57
H 5.30 -1.77 2.72
H 4.07 1.33 -3.11
H 0.13 -7.21 -1.13
H -2.32 1.54 1.19
H -2.78 -7.02 4.86
H -2.88 -7.70 3.26
H 3.36 0.81 3.42
H -6.66 2.00 -2.02
H -5.93 2.04 -3.66
H -3.00 1.83 3.28
H -3.78 -0.24 -2.94
H -5.47 5.49 2.87
H -4.97 5.42 -3.79
H -1.93 -0.36 -2.99
H -2.91 2.09 5.04
H -3.31 -4.46 -7.34
H 3.41 2.40 -1.76
H 4.57 1.07 2.07
H -2.85 0.18 -4.23
H -2.66 -2.80 -7.65
H -1.16 -2.52 -1.52
H 3.01 5.24 -0.39
H -5.67 3.31 -2.58
H -5.92 5.57 4.40
H 1.09 -3.75 1.64
H -4.20 5.96 4.12
H -2.88 -2.25 -1.53
H 0.41 0.72 -1.88
H 5.95 -2.22 4.31
H 8.10 -7.60 3.06
H -0.37 1.65 -3.92
H -1.00 -8.07 -0.12
H -4.69 5.69 -5.57
H -3.55 0.53 4.42
H -1.25 2.01 -2.47
H 3.72 6.27 0.81
H -2.00 -2.22 0.06
*
```

As for the expectation value of S²: 0.750. As for the gap between HOMO and LUMO (spin up / spin down): 2.777 / 5.434 eV.

These are the Löwdin partial charges, in e, on atoms 1 to 6: 0.34, 0.63, 0.09, -0.01, 0.09, -0.02

***

Record 4
Density functional theory data (ωB97M-V with the def2-TZVPD basis set) for a 11-piece molecular cluster, C33H57Br20O4 overall.

```
! wB97M-V def2-TZVPD RIJCOSX def2/J DEFGRID3
* xyz -1 1
Br 4.07 -3.16 4.88
Br -1.35 4.08 -5.82
Br -7.21 4.68 5.90
Br 5.33 -8.01 -1.67
Br -0.44 0.33 -4.93
Br -4.87 5.16 -6.31
Br 9.09 -11.06 5.57
Br -8.12 -4.92 -3.45
Br 7.93 -5.58 0.75
Br 3.08 -10.28 0.18
Br 2.39 4.83 -0.76
Br 3.56 -1.04 -0.30
Br -4.94 6.69 3.80
Br 0.24 1.86 -0.39
Br -2.72 -1.91 -3.11
Br 9.90 -5.19 3.83
Br 6.88 -9.11 3.36
Br 3.79 1.28 2.56
Br -6.36 -1.70 -3.88
Br 4.21 -4.88 1.61
O -8.47 6.93 -2.93
O -2.75 3.72 -2.16
O -8.08 5.58 -1.19
O -5.45 5.93 -1.28
C -2.21 5.73 2.72
C 5.72 -9.24 -0.22
C -2.61 2.57 -2.96
C -2.29 6.28 1.47
C -2.92 4.52 2.95
C -0.85 -2.17 -3.60
C 4.94 -10.52 -0.35
C -6.30 6.36 6.29
C 2.30 3.22 -1.84
C -5.00 4.64 -1.57
C 10.39 -4.81 1.98
C -7.72 6.31 -2.14
C -3.34 5.28 -7.51
C -4.74 3.87 -0.27
C 9.24 -4.22 1.23
C 9.52 -10.03 3.98
C -3.70 3.94 1.99
C -3.10 5.68 0.50
C -6.30 -2.96 -2.40
C -2.46 4.06 -7.42
C -3.81 4.58 -2.58
C -0.07 -0.89 -3.46
C 0.88 2.74 -2.01
C -6.33 -4.39 -2.89
C 3.09 -1.32 1.58
C -2.79 3.89 4.33
C -6.18 6.51 -2.36
C -6.27 7.27 5.09
C 5.50 -4.87 3.08
C -3.82 4.54 0.73
C 4.81 -4.90 4.41
C 2.46 -0.09 2.17
C 8.71 -8.76 3.92
H 9.12 -8.09 3.16
H 1.72 0.37 1.52
H -4.37 2.86 -0.50
H 3.99 -5.62 4.45
H -3.02 3.13 -7.40
H -5.71 3.73 0.23
H 2.72 3.49 -2.81
H -7.22 7.31 4.56
H -3.16 6.18 -0.47
H -2.82 6.20 -7.27
H -5.99 7.59 -2.31
H 0.18 3.54 -2.23
H -0.84 -2.57 -4.61
H -5.67 -4.56 -3.74
H 5.52 -5.13 5.20
H 8.66 -8.23 4.87
H -4.25 3.03 2.23
H -1.74 7.18 1.20
H -2.17 2.99 4.28
H -0.47 -2.92 -2.91
H 6.79 -9.43 -0.29
H 10.58 -9.80 4.07
H -6.88 6.81 7.10
H -7.13 -2.72 -1.75
H 1.00 -1.09 -3.51
H 8.71 -3.45 1.78
H -5.84 6.15 -3.34
H -0.29 -0.35 -2.54
H 4.93 -10.91 -1.36
H -1.76 4.04 -8.25
H -5.31 6.10 6.65
H 6.13 -4.00 2.94
H -6.07 -5.07 -2.08
H 4.00 -1.62 2.09
H 5.51 -8.71 0.71
H -2.26 4.59 4.99
H -3.76 3.71 4.79
H 9.36 -10.68 3.13
H -4.19 4.19 -3.54
H 2.01 -0.33 3.13
H -2.11 1.78 -2.37
H -3.39 5.57 -2.79
H -1.94 2.76 -3.82
H -5.97 8.27 5.38
H -1.61 6.19 3.50
H -3.57 2.13 -3.29
H 10.75 -5.74 1.56
H -5.85 4.12 -2.06
H 2.39 -2.15 1.57
H 2.95 2.48 -1.37
H 5.33 -11.27 0.33
H 9.57 -3.81 0.28
H 6.09 -5.77 2.93
H -5.37 -2.76 -1.89
H 11.21 -4.11 2.05
H -3.77 5.36 -8.51
H 0.83 1.98 -2.79
*
```

As for the gap between HOMO and LUMO: 4.800 eV.

These are the Löwdin partial charges, in e, on atoms 1 to 6: 0.63, 0.69, 0.59, 0.60, 0.64, 0.68

***

| no. | energy (eV) |
| --- | --- |
| 1 | -215063.0108 |
| 2 | -100174.1539 |
| 3 | -99905.7711 |
| 4 | -1444187.2900 |